[1]
# C59H35FO11

5 unconnected molecules or ions with the total composition C59H35FO11 at a distorted geometry (ωB97M-V with the def2-TZVPD basis set, OMol25).

Its charge is -1. Its LUMO energy (alpha / beta) is 0.6 / 0.6 eV. For the HOMO energy (alpha / beta), the calculation gives -0.084 / -0.206 Ha. As for the expectation value of S²: 0.777. The spin multiplicity is 2. For the electronic energy, the calculation gives -86990.772 eV. The calculation puts the gap between HOMO and LUMO (alpha / beta) at 2.92 / 6.24 eV.

```
106
Properties=species:S:1:pos:R:3:mulliken_charge:R:1
C -7.357 -0.135 -2.474 -0.549
C -6.551 -0.660 -1.267 0.309
O -6.378 0.492 -0.469 -0.213
C -6.196 1.529 -1.402 0.538
O -5.987 2.700 -1.021 -0.563
O -6.666 1.112 -2.674 -0.325
F -5.379 -1.091 -1.732 -0.259
H -8.411 -0.059 -2.208 0.323
H -7.068 -0.768 -3.313 0.378
H -7.037 -1.560 -0.889 0.413
C -2.501 1.138 -0.789 0.039
C -1.198 1.089 -0.210 -0.855
C -0.117 0.764 -0.986 -0.693
C -0.307 0.496 -2.363 0.493
C -1.604 0.625 -2.967 -0.287
C -2.724 0.956 -2.146 -0.471
C -1.858 0.123 -4.465 0.735
O -3.050 0.121 -4.858 -0.710
C -0.694 -0.381 -5.158 -0.003
C -0.853 -1.046 -6.384 -0.628
C 0.310 -1.534 -7.124 -0.550
C 1.599 -1.457 -6.501 -0.376
C 1.726 -0.850 -5.263 -0.665
C 0.594 -0.411 -4.508 0.260
C 0.906 0.174 -3.161 0.554
O 2.041 0.385 -2.671 -0.527
H -3.343 1.342 -0.145 0.445
H -0.988 1.371 0.811 0.395
H 0.907 0.767 -0.643 0.612
H -3.703 1.144 -2.562 0.551
H -1.857 -1.206 -6.748 0.446
H 0.281 -2.179 -7.991 0.333
H 2.409 -1.960 -7.010 0.379
H 2.726 -0.817 -4.857 0.417
C -1.243 -0.801 4.024 -0.497
C -0.241 0.196 4.067 -0.585
C 0.895 0.197 3.221 -0.951
C 1.045 -0.854 2.308 0.798
C 0.042 -1.949 2.322 0.052
C -1.094 -1.886 3.152 -0.495
C 0.095 -2.976 1.309 0.662
O -0.813 -3.865 1.283 -0.905
C 1.260 -3.029 0.371 0.090
C 1.364 -4.034 -0.557 -0.274
C 2.417 -4.124 -1.465 -1.091
C 3.270 -2.994 -1.491 -0.267
C 3.159 -1.915 -0.622 -0.856
C 2.232 -1.971 0.357 0.609
C 2.219 -0.886 1.367 -0.133
O 3.099 -0.021 1.355 -0.777
H -2.105 -0.729 4.671 0.474
H -0.435 0.987 4.777 0.348
H 1.631 0.971 3.381 0.455
H -1.855 -2.642 3.282 0.482
H 0.650 -4.842 -0.502 0.446
H 2.581 -4.984 -2.097 0.420
H 4.021 -2.964 -2.266 0.406
H 3.910 -1.143 -0.711 0.603
C 10.330 5.852 2.320 -0.550
C 11.178 5.514 1.335 -0.358
C 10.815 4.790 0.190 -0.655
C 9.560 4.176 0.083 0.267
C 8.639 4.458 1.099 0.276
C 9.036 5.324 2.224 -0.522
C 7.186 3.914 1.027 0.332
O 6.377 4.042 1.938 -0.628
C 6.887 3.042 -0.137 0.480
C 5.587 2.478 -0.305 -0.852
C 5.325 1.641 -1.433 -0.225
C 6.307 1.411 -2.402 -0.469
C 7.583 2.024 -2.332 -0.830
C 7.896 2.751 -1.167 0.345
C 9.235 3.340 -1.131 0.567
O 10.032 3.152 -2.054 -0.680
H 10.610 6.601 3.046 0.382
H 12.170 5.935 1.265 0.329
H 11.616 4.633 -0.517 0.407
H 8.382 5.538 3.057 0.424
H 4.675 2.780 0.188 0.431
H 4.403 1.133 -1.673 0.717
H 6.155 0.790 -3.273 0.456
H 8.339 1.745 -3.052 0.383
C -4.345 -3.668 0.512 -1.236
C -5.057 -4.648 1.060 -0.710
C -5.895 -4.414 2.178 -0.510
C -5.934 -3.122 2.716 0.149
C -5.215 -2.036 2.115 0.808
C -4.442 -2.347 1.022 0.017
C -5.055 -0.684 2.733 0.510
O -4.282 0.101 2.203 -0.593
C -6.101 -0.394 3.768 0.139
C -6.103 0.860 4.294 -0.339
C -7.008 1.228 5.304 -0.685
C -7.927 0.322 5.706 -0.407
C -7.868 -1.000 5.267 -0.650
C -6.981 -1.378 4.275 0.166
C -6.993 -2.839 3.759 0.452
O -7.850 -3.657 4.200 -0.709
H -3.609 -3.875 -0.252 0.459
H -5.107 -5.641 0.637 0.403
H -6.576 -5.142 2.592 0.493
H -3.831 -1.607 0.524 0.616
H -5.463 1.639 3.906 0.451
H -7.093 2.203 5.761 0.375
H -8.715 0.696 6.343 0.402
H -8.647 -1.616 5.692 0.414
```

[2]
# C59H42ClGaN10O5P

A molecular structure, C59H42ClGaN10O5P at a distorted geometry (ωB97M-V with the def2-TZVPD basis set, OMol25).

Its charge is +1. Its LUMO energy is -3.5 eV. For the HOMO energy, the calculation gives -0.367 Ha. The energy above the lowest of the compared OMol25 structures with the same formula, charge and spin comes out at 14.3 kcal/mol. For the electronic energy, the calculation gives -161185.747 eV. The calculation puts the gap between HOMO and LUMO at 6.44 eV.

```
119
Properties=species:S:1:pos:R:3:mulliken_charge:R:1
Ga 0.503 -1.082 1.520 -1.563
O 1.441 1.980 6.526 -0.614
C 1.499 3.160 5.937 0.347
O 1.835 4.152 6.541 -0.612
C 1.076 3.157 4.573 0.156
C 1.275 4.276 3.726 0.036
Cl 1.913 5.754 4.185 -0.133
N 1.022 3.940 2.424 0.794
N 0.464 2.703 2.390 -0.807
C 0.596 2.216 3.647 0.560
C 0.250 0.734 3.914 0.234
O 0.066 0.328 5.058 -0.844
O 0.029 0.106 2.821 0.485
C 1.243 4.674 1.187 0.532
C 1.323 3.946 0.036 0.261
C 1.492 4.577 -1.210 -0.664
C 1.532 5.945 -1.281 -0.545
C 1.327 6.696 -0.087 -0.681
C 1.307 6.106 1.132 -0.924
H 0.837 1.293 6.020 0.399
H 1.144 2.924 0.119 0.526
H 1.489 3.990 -2.130 0.361
H 1.560 6.336 -2.276 0.398
H 1.214 7.771 -0.169 0.365
H 0.988 6.694 1.962 0.356
C -9.082 3.883 -7.403 -0.734
O -7.714 4.129 -6.898 -0.435
C -7.222 3.503 -5.826 0.954
C -7.941 2.869 -4.824 -0.839
C -7.180 2.255 -3.831 -0.405
C -5.800 2.087 -3.929 0.070
C -5.123 2.730 -4.958 -0.564
C -5.827 3.473 -5.829 -0.609
C -4.915 1.461 -3.016 0.404
N -3.535 1.524 -3.202 -0.717
C -2.994 0.865 -2.177 0.677
C -3.977 0.526 -1.248 0.259
N -5.193 0.931 -1.794 -0.072
C -3.711 -0.156 -0.030 0.440
C -4.674 -0.519 0.957 -0.739
C -4.175 -1.093 2.094 -1.161
C -2.774 -1.190 2.275 -0.454
N -1.865 -0.939 1.364 0.087
C -2.355 -0.374 0.196 0.087
C -1.341 -0.087 -0.713 -0.554
N -0.039 -0.534 -0.418 1.224
C 0.891 -0.301 -1.333 -0.428
C 0.731 0.414 -2.519 -1.250
C -0.553 0.885 -2.818 -0.491
C -1.620 0.581 -1.941 0.330
H -9.159 4.412 -8.381 0.245
H -9.784 4.353 -6.716 0.311
H -9.252 2.783 -7.507 0.320
H -9.007 2.926 -4.725 0.408
H -7.715 1.840 -2.977 0.279
H -4.081 2.433 -5.052 0.479
H -5.407 3.997 -6.698 0.371
H -6.120 0.699 -1.406 0.311
H -5.734 -0.581 0.687 0.309
H -4.870 -1.528 2.823 0.422
H -2.350 -1.468 3.217 0.593
H 1.889 -0.620 -1.124 0.445
H 1.483 0.430 -3.291 0.559
H -0.747 1.530 -3.662 0.616
N -4.462 -8.422 -4.090 -0.435
C -3.707 -7.924 -3.334 0.030
C -2.750 -7.286 -2.527 0.217
C -2.206 -6.026 -2.799 -0.739
C -1.601 -5.239 -1.807 -0.411
C -1.622 -5.709 -0.479 1.533
C -2.178 -6.970 -0.201 -0.627
C -2.715 -7.739 -1.178 -0.641
N -1.200 -4.768 0.551 0.392
C -1.198 -4.946 1.927 -0.287
C -0.641 -3.831 2.442 -1.240
N -0.130 -3.017 1.455 0.385
C -0.478 -3.608 0.321 -0.097
H -2.174 -5.700 -3.820 0.407
H -1.331 -4.188 -2.094 0.205
H -2.187 -7.440 0.795 0.247
H -3.153 -8.730 -0.986 0.399
H -1.629 -5.802 2.378 0.450
H -0.479 -3.472 3.454 0.685
H -0.364 -3.057 -0.629 0.106
N 2.345 -1.251 1.580 1.308
P 3.846 -0.950 1.654 1.254
C 4.448 -0.939 -0.109 0.466
C 5.513 -0.128 -0.447 -0.539
C 6.150 -0.257 -1.666 -0.884
C 5.800 -1.293 -2.528 -0.683
C 4.826 -2.166 -2.126 -0.667
C 4.146 -2.023 -0.948 -0.622
C 4.857 -2.238 2.391 0.430
C 4.573 -2.594 3.725 -0.664
C 5.582 -3.223 4.403 -0.701
C 6.760 -3.701 3.776 -0.589
C 6.932 -3.421 2.443 -0.667
C 5.956 -2.739 1.758 -0.248
C 4.181 0.529 2.521 0.437
C 4.412 0.743 3.899 -0.394
C 4.506 2.055 4.423 -0.752
C 4.603 3.186 3.583 -0.659
C 4.430 2.960 2.194 -1.026
C 4.054 1.701 1.720 -0.231
H 5.911 0.545 0.282 0.507
H 6.909 0.399 -1.909 0.557
H 6.300 -1.403 -3.492 0.423
H 4.632 -3.058 -2.768 0.363
H 3.416 -2.720 -0.741 0.763
H 3.717 -2.247 4.329 0.465
H 5.651 -3.382 5.451 0.391
H 7.385 -4.315 4.440 0.357
H 7.836 -3.737 1.977 0.460
H 5.998 -2.608 0.682 0.181
H 4.507 -0.140 4.503 0.408
H 4.530 2.226 5.507 0.406
H 4.847 4.144 3.993 0.514
H 4.439 3.765 1.477 0.442
H 3.621 1.650 0.707 0.445
```

[3]
# C59H46BrF5N3O5S2SeTa

A molecular structure, C59H46BrF5N3O5S2SeTa at a distorted geometry (ωB97M-V with the def2-TZVPD basis set, OMol25).

Its charge is +2. Its LUMO energy is -5.9 eV. For the HOMO energy, the calculation gives -0.447 Ha. For the electronic energy, the calculation gives -248821.719 eV. The calculation puts the gap between HOMO and LUMO at 6.24 eV.

```
123
Properties=species:S:1:pos:R:3:mulliken_charge:R:1
Ta -0.210 -0.988 -1.142 0.017
O -2.860 -1.292 -0.194 -0.017
C -3.890 -1.038 -1.094 -0.336
C -5.006 -1.867 -1.076 -0.833
C -6.048 -1.656 -1.960 -0.663
C -5.994 -0.600 -2.853 -1.071
C -4.879 0.220 -2.882 -0.755
C -3.801 -0.007 -2.034 0.713
C -2.549 0.848 -2.121 1.647
O -1.414 0.155 -1.726 2.111
N -2.321 1.351 -3.471 -0.669
N -1.019 1.564 -3.653 0.112
C -0.426 1.668 -4.772 -0.553
C 0.998 1.846 -4.724 0.312
Br 1.713 1.311 -2.972 0.004
C 1.813 2.281 -5.692 -0.936
C 1.318 2.856 -6.930 0.709
C 0.151 3.628 -6.946 -0.475
C -0.324 4.148 -8.133 -0.672
C 0.366 3.925 -9.313 -0.458
C 1.549 3.204 -9.301 -0.550
C 2.032 2.682 -8.118 -0.493
H -2.820 -0.551 0.487 0.434
H -5.049 -2.664 -0.348 0.494
H -6.911 -2.302 -1.933 0.471
H -6.819 -0.412 -3.521 0.441
H -4.857 1.062 -3.557 0.613
H -2.656 1.725 -1.452 -0.765
H -2.856 0.926 -4.227 0.467
H -0.903 1.593 -5.749 0.718
H 2.883 2.228 -5.565 0.494
H -0.355 3.852 -6.018 0.601
H -1.225 4.742 -8.140 0.406
H -0.007 4.329 -10.238 0.405
H 2.102 3.066 -10.215 0.399
H 2.949 2.111 -8.107 0.428
C 6.450 1.043 4.316 -1.615
C 5.247 0.393 3.721 0.902
C 4.313 1.154 3.021 -0.819
C 3.239 0.561 2.387 -0.062
C 3.072 -0.807 2.490 0.462
C 3.983 -1.589 3.188 -0.619
C 5.062 -0.986 3.805 -1.200
S 1.809 -1.705 1.600 0.313
O 1.284 -0.699 0.563 -0.108
C 0.500 -1.894 2.841 1.950
C 0.196 -3.261 3.012 -0.704
C -0.849 -3.661 3.797 -1.754
C -1.659 -2.695 4.442 1.260
C -2.782 -3.067 5.209 -1.270
C -3.521 -2.122 5.865 -0.721
C -3.164 -0.768 5.780 -0.931
C -2.094 -0.376 5.022 -1.051
C -1.309 -1.321 4.331 0.982
C -0.191 -0.926 3.531 -0.966
C 0.231 0.490 3.617 -0.620
C 0.909 0.890 4.808 1.436
C 1.257 -0.020 5.829 -1.000
C 1.935 0.403 6.939 -0.976
C 2.282 1.753 7.099 -0.778
C 1.946 2.664 6.139 -1.201
C 1.258 2.257 4.978 1.044
C 0.906 3.183 3.976 -1.572
C 0.253 2.783 2.847 -0.687
C -0.076 1.430 2.662 0.218
S -0.853 0.868 1.116 2.364
O -2.285 0.593 1.443 -1.217
C -0.852 2.441 0.250 0.201
C -2.000 3.212 0.164 -1.138
C -1.988 4.348 -0.623 -0.858
C -0.841 4.718 -1.321 0.966
C -0.856 5.923 -2.197 -1.899
C 0.316 3.960 -1.173 -1.122
C 0.313 2.820 -0.394 -0.360
H 6.221 2.051 4.651 0.402
H 7.231 1.117 3.558 0.308
H 6.848 0.463 5.144 0.413
H 4.441 2.223 2.946 0.473
H 2.552 1.148 1.798 0.338
H 3.862 -2.662 3.227 0.518
H 5.777 -1.597 4.337 0.440
H 0.825 -3.988 2.514 0.508
H -1.053 -4.713 3.951 0.402
H -3.044 -4.114 5.270 0.520
H -4.375 -2.415 6.454 0.449
H -3.736 -0.033 6.323 0.477
H -1.834 0.667 4.945 0.543
H 0.997 -1.062 5.729 0.472
H 2.197 -0.300 7.713 0.493
H 2.826 2.067 7.975 0.458
H 2.192 3.710 6.252 0.530
H 1.160 4.224 4.118 0.496
H -0.028 3.515 2.108 0.784
H -2.882 2.913 0.711 0.647
H -2.880 4.952 -0.699 0.483
H -1.787 5.986 -2.754 0.449
H -0.024 5.914 -2.895 0.400
H -0.784 6.819 -1.582 0.338
H 1.213 4.252 -1.694 0.449
H 1.215 2.239 -0.266 0.775
N -2.169 -3.933 1.020 -0.160
C -1.399 -3.456 0.069 0.310
O -0.488 -2.628 0.315 -0.212
C -1.533 -3.934 -1.347 -0.454
C -1.376 -2.733 -2.281 -1.288
H -2.033 -3.621 1.981 -0.175
H -2.931 -4.562 0.818 0.328
H -2.471 -4.467 -1.506 0.701
H -0.716 -4.651 -1.503 0.090
H -2.367 -2.364 -2.536 0.491
H -0.897 -3.041 -3.210 0.616
F 2.938 -7.682 -2.029 -0.275
C 2.604 -6.405 -2.128 0.612
C 2.964 -5.500 -1.126 -0.028
F 3.632 -5.904 -0.050 -0.299
C 2.607 -4.166 -1.269 0.413
F 2.919 -3.274 -0.312 -0.285
C 1.908 -3.688 -2.367 -0.399
Se 1.738 -1.758 -2.596 -0.175
C 1.559 -4.605 -3.355 0.476
F 0.868 -4.165 -4.409 -0.371
C 1.883 -5.955 -3.239 0.196
F 1.507 -6.819 -4.172 -0.279
```

[4]
# C59H47CaCl5N2OP2S3

A molecular structure, C59H47CaCl5N2OP2S3 at a distorted geometry (ωB97M-V with the def2-TZVPD basis set, OMol25).

Its LUMO energy is -1.0 eV. For the HOMO energy, the calculation gives -0.289 Ha. The energy above the lowest of the compared OMol25 structures with the same formula, charge and spin comes out at 16.2 kcal/mol. For the electronic energy, the calculation gives -199108.682 eV. The calculation puts the gap between HOMO and LUMO at 6.89 eV.

```
120
Properties=species:S:1:pos:R:3:mulliken_charge:R:1
Ca 0.133 0.261 0.697 1.008
S -2.115 0.475 2.855 -0.153
C -1.726 1.960 3.488 -0.080
N -1.389 2.179 4.750 0.086
C -1.083 3.533 5.212 -0.694
C -2.082 4.472 4.598 -0.825
N -1.970 4.363 3.145 0.272
C -2.074 5.620 2.390 -1.593
C -0.874 6.507 2.612 0.710
C 0.389 6.078 2.201 0.112
C 1.497 6.884 2.405 -0.744
C 1.355 8.126 3.015 -0.478
C 0.102 8.559 3.419 -0.615
C -1.009 7.748 3.218 -0.223
C -1.673 3.202 2.571 0.284
S -1.182 3.035 1.002 -0.029
C -1.098 1.091 5.697 -1.443
C 0.378 1.070 6.003 0.504
C 0.865 1.331 7.275 -0.456
C 2.235 1.311 7.518 -0.583
C 3.118 1.039 6.484 -0.456
C 2.634 0.782 5.206 -0.781
C 1.271 0.796 4.967 0.372
H -0.064 3.812 4.933 0.313
H -1.149 3.542 6.299 0.538
H -1.846 5.499 4.872 0.470
H -3.101 4.246 4.925 0.309
H -2.989 6.117 2.715 0.429
H -2.172 5.362 1.339 0.432
H 0.497 5.122 1.701 0.229
H 2.472 6.548 2.077 0.448
H 2.221 8.756 3.171 0.384
H -0.013 9.526 3.891 0.377
H -1.991 8.088 3.530 0.385
H -1.410 0.165 5.224 0.451
H -1.700 1.241 6.595 0.425
H 0.174 1.541 8.084 0.374
H 2.610 1.508 8.513 0.370
H 4.184 1.026 6.671 0.398
H 3.315 0.562 4.394 0.520
H 0.900 0.582 3.970 0.316
Cl -0.161 -2.436 3.199 -0.228
C 0.220 -3.027 1.577 1.133
C 0.244 -2.109 0.541 -2.225
C 0.628 -2.649 -0.669 1.128
Cl 0.778 -1.517 -2.040 -0.172
C 0.936 -3.984 -0.899 -0.512
Cl 1.404 -4.547 -2.462 -0.192
C 0.860 -4.865 0.175 0.722
Cl 1.210 -6.536 -0.052 -0.207
C 0.505 -4.383 1.435 -0.402
Cl 0.435 -5.467 2.775 -0.188
C 1.044 1.232 -3.412 -0.631
P -0.123 1.893 -2.161 0.041
C 0.537 3.575 -1.876 1.786
C 1.659 3.661 -1.055 0.151
C 2.287 4.879 -0.841 -0.807
C 1.777 6.033 -1.420 -0.851
C 0.647 5.959 -2.225 -1.165
C 0.037 4.735 -2.463 -0.967
C -1.703 2.169 -3.017 0.353
C -2.098 1.324 -4.053 -0.401
C -3.358 1.441 -4.622 -0.592
C -4.247 2.399 -4.156 -0.647
C -3.868 3.233 -3.111 -0.813
C -2.609 3.116 -2.542 -0.315
P 1.897 2.392 -4.546 -0.029
C 2.892 1.186 -5.522 0.844
C 3.140 -0.125 -5.124 -0.430
C 3.964 -0.959 -5.876 -0.589
C 4.550 -0.495 -7.041 -0.593
C 4.303 0.811 -7.454 -0.611
C 3.485 1.638 -6.705 -0.857
C 0.547 2.752 -5.734 0.229
C 0.059 4.052 -5.790 -0.485
C -0.969 4.387 -6.667 -0.454
C -1.503 3.422 -7.506 -0.534
C -1.010 2.120 -7.471 -0.686
C 0.006 1.791 -6.590 -0.196
H 0.593 0.384 -3.935 1.286
H 1.842 0.817 -2.786 -0.227
H 2.067 2.777 -0.575 -0.459
H 3.177 4.917 -0.225 0.686
H 2.261 6.986 -1.251 0.459
H 0.250 6.854 -2.687 0.477
H -0.825 4.688 -3.123 0.879
H -1.423 0.567 -4.429 0.274
H -3.642 0.782 -5.433 0.429
H -5.228 2.495 -4.603 0.401
H -4.557 3.979 -2.735 0.447
H -2.332 3.769 -1.720 0.446
H 2.692 -0.524 -4.224 0.532
H 4.140 -1.975 -5.544 0.459
H 5.186 -1.143 -7.628 0.395
H 4.752 1.183 -8.367 0.429
H 3.300 2.652 -7.044 0.420
H 0.480 4.805 -5.132 0.474
H -1.345 5.401 -6.696 0.433
H -2.299 3.680 -8.193 0.398
H -1.419 1.366 -8.132 0.445
H 0.397 0.779 -6.577 0.394
C 7.648 4.201 -5.394 -1.117
C 6.908 3.732 -4.163 0.804
O 5.979 4.320 -3.690 -0.499
S 7.566 2.184 -3.529 -0.281
C 6.368 1.780 -2.301 -0.068
C 5.466 0.750 -2.545 -0.199
C 4.501 0.433 -1.603 -0.456
C 4.409 1.149 -0.405 0.152
C 5.339 2.162 -0.160 -0.438
C 6.308 2.475 -1.099 -0.397
C 3.329 0.891 0.510 0.995
C 2.310 0.828 1.191 -1.883
H 7.692 5.287 -5.393 0.308
H 7.081 3.873 -6.267 0.246
H 8.650 3.777 -5.456 0.379
H 5.517 0.206 -3.478 0.550
H 3.803 -0.378 -1.779 0.474
H 5.281 2.710 0.771 0.548
H 7.018 3.268 -0.905 0.429
```